1.
Here is a structure of composition C2H5BaO2 in a non-equilibrium geometry from the Open Molecules 2025 dataset. Energies are from ωB97M-V/def2-TZVPD.

Geometry as XYZ:
```
10
Properties=species:S:1:pos:R:3:forces:R:3:mulliken_spin:R:1
C 1.421136 0.657451 3.910349 -0.169 0.075 0.048 -0.008
C 0.176009 -0.175742 3.636172 -0.184 0.018 0.485 -0.008
O -0.450692 0.277654 2.488636 -0.738 -0.663 -1.942 -0.208
Ba -1.360100 -0.443578 0.226578 0.693 0.570 1.761 1.197
H 1.112809 1.687094 4.170005 0.107 -0.290 0.079 0.000
H 2.011842 0.225448 4.730687 -0.092 0.172 -0.229 0.000
H -0.497413 -0.091731 4.512698 0.151 -0.009 -0.090 -0.002
H 0.475716 -1.242914 3.589254 -0.022 0.167 -0.177 0.023
O 2.233472 0.688985 2.748730 0.277 0.130 -0.016 -0.001
H 1.648076 1.029870 2.058663 -0.022 -0.171 0.082 0.006
```
Forces are in eV/Å.

Calculated values
**Spin multiplicity**: 2
**Frontier orbital gap (alpha / beta)**: 4.8345 / 8.3099 eV
**DFT total energy**: -6941.5929 eV
**HOMO (alpha / beta)**: -5.05 / -8.54 eV
**Largest force on an atom**: 2.2 eV Å⁻¹

---

2.
Here is a cluster of 7 separate species, CH16O7 in total in a non-equilibrium geometry from the Open Molecules 2025 dataset. Energies are from ωB97M-V/def2-TZVPD.

Geometry as XYZ:
```
24
Properties=species:S:1:pos:R:3:forces:R:3:lowdin_charge:R:1
C 1.014419 1.974347 -2.376855 -0.946 -1.177 0.722 -0.134
O 1.860663 1.158090 -1.523182 0.958 0.976 -1.428 -0.144
H 0.619845 1.448786 -3.265725 0.404 -0.110 0.370 0.080
H 0.174539 2.180416 -1.721041 -0.288 0.543 -0.302 0.074
H 1.501920 2.866965 -2.716654 0.240 0.556 0.064 0.071
H 2.747109 1.429612 -1.838417 -0.399 -0.798 0.646 0.086
H 0.571910 1.315550 1.489721 -0.066 -0.216 0.633 0.032
H 1.925934 1.679299 1.048579 0.337 -0.151 0.326 0.043
O 1.485075 1.319993 1.836485 -0.435 0.287 -1.074 -0.061
H 1.175996 -1.785233 2.605349 0.145 0.273 0.172 0.035
H 1.574458 -0.541833 1.723404 0.028 0.126 0.442 -0.013
O 1.494238 -1.509314 1.743925 -0.193 -0.484 -0.551 -0.069
H 1.420398 -2.071214 -1.855098 0.139 -0.133 0.247 0.019
H 1.449179 -3.259705 -0.870326 0.019 0.242 0.064 0.031
O 1.239353 -3.014808 -1.777023 -0.136 0.036 -0.243 -0.060
H -0.866278 -0.762161 1.569169 0.125 0.018 -0.061 0.041
H -1.528757 -0.038072 0.399577 -0.247 -0.069 0.432 0.025
O -1.317295 0.062488 1.346665 0.084 0.078 -0.374 -0.050
H -2.971302 0.386504 2.569522 0.001 0.629 -0.142 -0.010
H -3.821548 -0.362910 3.481734 -0.444 0.378 0.272 0.032
O -3.718569 0.550209 3.172092 0.505 -0.992 -0.191 -0.079
H -1.228989 -0.894229 -1.671699 -0.209 -0.230 0.026 0.042
H -2.682142 -1.153150 -2.068225 0.031 0.049 0.229 0.057
O -2.120160 -0.979636 -1.301988 0.350 0.167 -0.279 -0.048
```
Forces are in eV/Å.

Calculated values
**Spin multiplicity**: 1
**Frontier orbital gap**: 10.9413 eV
**SMILES**: CO.O.O.O.O.O.O
**DFT total energy**: -15628.9192 eV
**HOMO**: -10.82 eV
**Largest force on an atom**: 2.0 eV Å⁻¹

---

3.
Here is a cluster of 10 separate species, C35H50Cl18INO2 in total in a non-equilibrium geometry from the Open Molecules 2025 dataset. Energies are from ωB97M-V/def2-TZVPD.

Geometry as XYZ:
```
107
Properties=species:S:1:pos:R:3:forces:R:3:lowdin_charge:R:1
O -0.014839 3.354523 1.376914 -0.260 -3.998 2.124 0.065
C 0.085698 2.230244 1.916021 1.420 0.771 -1.336 -0.307
C 1.341583 1.270070 1.765429 2.431 -2.863 0.660 -0.038
C 2.619739 1.356886 0.902421 -1.004 -2.628 2.379 0.011
C 3.624697 0.168441 1.005297 -2.091 -0.429 1.759 -0.039
C 3.426255 -1.069302 1.940964 -3.261 3.033 0.113 -0.011
C 2.143645 -1.128027 2.846552 0.161 2.331 -1.912 -0.093
C 1.862722 -2.352684 3.821644 0.646 -0.167 0.068 -0.169
C 1.828915 -3.784382 3.080531 -0.528 0.273 0.217 -0.298
C 1.007578 -3.804687 1.706356 1.485 -0.785 -0.604 -0.632
I -1.153852 -4.098131 1.974371 0.948 0.328 -0.034 0.660
C 1.154327 0.047035 2.706758 1.275 1.350 -1.916 0.025
C -0.242385 0.323700 3.409985 1.392 -2.313 2.000 -0.300
O -0.696876 -0.378332 4.339219 1.038 2.926 -3.328 0.063
N -0.890143 1.535434 2.809427 0.073 -1.804 -1.172 0.049
C -2.021969 0.860803 2.077159 -3.514 -0.857 -1.982 -0.150
C -3.348167 0.550575 2.858579 0.141 -0.826 -3.108 0.009
C -4.545236 -0.183999 2.189548 3.909 0.837 -2.416 -0.054
C -4.386508 -0.586297 0.686906 2.917 1.472 1.967 -0.120
C -3.060873 -0.254504 -0.100793 -0.289 0.661 3.607 -0.130
C -1.872114 0.476304 0.585329 -3.673 -1.319 1.690 0.007
H 2.781969 2.269860 0.233276 -0.094 -1.671 1.043 0.106
H 4.589246 0.169088 0.388122 -1.700 0.171 0.951 0.083
H 4.158532 -1.945396 2.000996 -1.091 1.659 -0.322 0.068
H 2.745329 -2.391800 4.568336 -1.354 0.108 -1.123 0.097
H 0.918333 -2.261029 4.451986 1.194 0.418 -1.170 0.106
H 2.915659 -4.140875 2.936112 -1.793 0.396 -0.096 0.076
H 1.278495 -4.507391 3.796466 1.197 1.025 -1.104 0.100
H 1.155664 -2.892417 1.040005 -0.297 -1.092 1.142 0.047
H 1.358415 -4.716176 1.087685 -0.713 1.437 1.060 0.036
H -3.446339 0.867046 3.947564 0.377 -0.471 -1.722 0.100
H -5.493463 -0.421382 2.787613 1.681 0.431 -1.084 0.092
H -5.234150 -1.151972 0.182461 1.389 0.937 0.632 0.082
H -2.933618 -0.567061 -1.196493 -0.373 0.519 1.917 0.091
H -0.939351 0.653505 -0.044790 -1.367 -0.129 1.221 0.106
Cl 3.656055 -7.006759 2.809635 -0.059 0.010 -0.009 0.553
C 4.893420 -7.493238 1.625761 0.285 0.037 -0.137 -0.695
C 5.492396 -6.301032 0.906458 0.135 -0.091 0.093 -0.643
Cl 4.322509 -5.516299 -0.184459 0.028 0.246 0.088 0.516
H 4.436817 -8.197235 0.928048 -0.009 0.157 0.056 0.036
H 5.671869 -8.020273 2.179738 -0.057 0.171 -0.042 0.013
H 6.332789 -6.624966 0.289343 -0.112 -0.052 0.050 0.074
H 5.855766 -5.548599 1.609319 -0.132 -0.110 -0.042 0.067
Cl 7.404482 -0.133072 2.165234 -0.047 -0.030 -0.026 0.540
C 7.193256 0.061331 3.923689 0.003 0.060 0.234 -0.655
C 7.161024 -1.270766 4.646043 0.228 0.149 0.081 -0.648
Cl 5.690572 -2.201624 4.268690 0.039 -0.107 0.056 0.579
H 6.279587 0.633124 4.094404 0.049 -0.155 -0.082 0.072
H 8.038118 0.654543 4.279623 -0.041 -0.133 -0.023 0.073
H 7.163562 -1.107513 5.725444 -0.052 0.054 -0.114 0.074
H 8.025936 -1.886678 4.392691 -0.161 0.084 -0.066 0.070
Cl -7.053711 0.248722 -3.753190 0.046 -0.039 0.002 0.537
C -7.578575 1.112208 -2.285596 -0.092 0.182 0.192 -0.653
C -6.629721 2.232939 -1.911494 0.021 -0.008 -0.162 -0.688
Cl -5.051815 1.623697 -1.348776 -0.198 0.184 -0.145 0.623
H -7.676575 0.382743 -1.479847 0.104 0.056 -0.117 0.066
H -8.568775 1.521341 -2.497107 0.135 0.033 -0.009 0.072
H -7.051892 2.817694 -1.091532 -0.017 -0.085 -0.067 0.077
H -6.449613 2.906623 -2.752541 -0.099 -0.662 0.379 -0.050
Cl 5.204635 -10.411562 3.174085 0.020 -0.132 0.040 0.587
C 6.051566 -10.997949 4.627043 0.079 -0.144 0.214 -0.649
C 5.889682 -10.053893 5.801420 -0.107 -0.190 0.067 -0.659
Cl 6.753774 -8.516566 5.550498 -0.019 0.035 -0.055 0.537
H 7.102049 -11.145006 4.371376 -0.128 0.125 0.010 0.070
H 5.621443 -11.971228 4.872276 -0.014 0.137 0.023 0.073
H 6.307401 -10.508106 6.702006 0.018 -0.002 -0.134 0.072
H 4.839294 -9.824682 5.990757 0.145 0.019 -0.134 0.072
Cl -7.089818 4.862083 -3.563418 -0.245 0.674 -0.427 0.601
C -5.382649 5.219449 -3.194203 0.327 0.079 0.141 -0.625
C -4.849765 6.384319 -4.001727 -0.105 0.001 0.145 -0.693
Cl -4.700630 5.990671 -5.734108 -0.053 -0.012 -0.108 0.577
H -4.802658 4.311022 -3.368143 -0.075 0.097 -0.048 0.071
H -5.333431 5.456477 -2.129250 0.008 0.061 -0.120 0.085
H -3.850631 6.650846 -3.651253 -0.084 -0.116 0.022 0.065
H -5.489467 7.263797 -3.908434 0.119 -0.452 -0.194 -0.015
Cl -5.173889 12.500099 -2.296909 -0.018 -0.031 0.021 0.540
C -3.866731 11.342744 -2.650245 0.179 -0.093 -0.043 -0.662
C -4.366675 10.129775 -3.409065 0.211 0.117 -0.196 -0.635
Cl -5.417236 9.096518 -2.407357 -0.130 0.391 0.353 0.594
H -3.398731 11.060772 -1.705736 -0.143 -0.013 -0.095 0.071
H -3.127115 11.875526 -3.251400 -0.108 -0.100 -0.013 0.074
H -3.520981 9.512905 -3.720408 -0.017 0.080 0.094 0.075
H -4.926104 10.416090 -4.301697 -0.002 0.005 0.196 0.076
Cl -1.289257 7.176790 -1.002370 -0.035 0.095 -0.107 0.517
C -0.481061 6.548149 0.457425 0.032 -0.220 0.320 -0.670
C -0.621229 7.487537 1.637951 -0.119 -0.225 0.021 -0.662
Cl 0.302041 8.994779 1.411738 -0.002 0.081 -0.021 0.527
H 0.565830 6.364038 0.212269 -0.141 0.112 -0.003 0.072
H -0.949554 5.589866 0.689801 0.055 0.132 0.018 0.052
H -0.231022 7.010076 2.538667 0.014 -0.022 -0.150 0.074
H -1.664511 7.753890 1.817698 0.148 0.009 -0.117 0.069
Cl -3.359599 1.815024 -10.015256 0.028 -0.040 -0.008 0.530
C -3.877410 2.684870 -8.548869 -0.104 0.158 0.167 -0.666
C -2.912067 3.789263 -8.167574 -0.229 0.112 -0.037 -0.676
Cl -1.349946 3.149924 -7.598231 0.037 -0.011 -0.019 0.533
H -3.991581 1.956083 -7.744912 0.117 0.074 -0.111 0.070
H -4.859484 3.110755 -8.764773 0.134 0.030 0.009 0.072
H -3.329202 4.378810 -7.349155 0.028 -0.167 -0.067 -0.002
H -2.717252 4.460081 -9.006552 0.016 -0.188 0.056 0.071
Cl 1.492319 -5.202403 -2.538372 0.031 0.002 0.047 0.532
C 2.166882 -6.526646 -3.520875 0.046 -0.133 -0.149 -0.661
C 1.823200 -7.890415 -2.955614 -0.095 -0.017 -0.231 -0.654
Cl 2.657241 -8.206150 -1.414407 -0.126 -0.131 -0.019 0.538
H 3.246130 -6.381251 -3.590756 -0.126 -0.027 0.130 0.068
H 1.743548 -6.424171 -4.522298 -0.022 -0.063 0.121 0.072
H 2.138388 -8.670417 -3.651486 0.029 0.126 0.029 0.072
H 0.749865 -7.997165 -2.787692 0.160 0.102 0.053 0.071
```
Forces are in eV/Å.

Calculated values
**Spin multiplicity**: 1
**Frontier orbital gap**: 7.5940 eV
**SMILES**: O=C1c2cccc(CCCI)c2C(=O)N1c1ccccc1.ClCCCl.ClCCCl.ClCCCl.ClCCCl.ClCCCl.ClCCCl.ClCCCl.ClCCCl.ClCCCl
**DFT total energy**: -276189.2800 eV
**HOMO**: -8.45 eV
**Largest force on an atom**: 4.7 eV Å⁻¹